Density functional theory data (ωB97M-V with the def2-TZVPD basis set) for C41H48N13O4SSr as an isolated structure.

```
! wB97M-V def2-TZVPD RIJCOSX def2/J DEFGRID3
* xyz 1 1
Sr 0.71342 0.79699 0.86194
N -2.10016 0.98505 4.70366
C -2.62538 -0.22777 4.31675
C -2.07781 -0.49657 3.09939
N -1.22933 0.52183 2.73957
C -1.26455 1.39590 3.72055
C -0.45386 2.60636 3.68191
N 0.40610 2.82760 2.71056
C 0.99007 4.03749 2.99261
C 0.47777 4.54514 4.14675
N -0.44516 3.62085 4.57795
H -2.30175 1.45407 5.56974
H -3.32676 -0.76572 4.92875
H -2.24403 -1.34889 2.45935
H 1.73943 4.47003 2.35210
H 0.67234 5.45295 4.68863
H -1.01453 3.71211 5.40143
O -1.02520 -0.59467 -0.40001
C -0.78182 -1.97730 -0.76343
C 0.60514 -2.36496 -0.14803
O 0.85890 -3.54946 -0.00767
O 1.36293 -1.36711 0.08639
C -1.97259 -2.77107 -0.25616
C -3.19938 -2.55759 -0.88595
C -4.36122 -3.13484 -0.39972
C -4.30944 -3.94762 0.72521
C -3.09215 -4.17555 1.34874
C -1.92660 -3.59197 0.86452
C -0.54896 -2.10226 -2.26109
C -0.00269 -1.03966 -2.97237
C 0.32892 -1.18417 -4.31247
C 0.12708 -2.39850 -4.95400
C -0.40620 -3.46634 -4.24342
C -0.74095 -3.32036 -2.90520
H -1.90089 -0.34321 -0.71944
H -3.25020 -1.94223 -1.78009
H -5.30234 -2.95563 -0.90408
H -5.21123 -4.40991 1.10492
H -3.04108 -4.82295 2.21504
H -0.97682 -3.79773 1.33710
H 0.16869 -0.09754 -2.46565
H 0.75486 -0.34976 -4.85947
H 0.38895 -2.51530 -5.99751
H -0.55623 -4.42059 -4.73135
H -1.13561 -4.16176 -2.35028
O 2.80594 1.39332 -0.43842
S 3.83050 0.34132 -0.83907
C 3.71260 0.20286 -2.65291
C 4.94894 0.85699 -3.27317
C 5.41099 1.93165 -2.29300
C 5.39557 1.24249 -0.93623
H 2.79317 0.74275 -2.88345
H 3.57220 -0.84471 -2.91338
H 4.71928 1.26014 -4.25904
H 5.73732 0.11284 -3.40147
H 4.71215 2.77095 -2.28651
H 6.39965 2.31900 -2.53635
H 5.43488 1.89918 -0.06870
H 6.18883 0.49571 -0.85253
C 0.16840 2.74140 -2.86444
C -0.92121 2.75517 -1.84918
N -0.77781 2.42851 -0.58286
C -2.01767 2.60076 0.00190
C -2.90906 3.03716 -0.92102
N -2.19922 3.14412 -2.09856
C -2.79462 3.50171 -3.37760
N -3.89977 2.64454 -3.68367
N -5.14794 3.02035 -3.28062
N -5.93903 2.02986 -3.36774
C -5.22217 0.92789 -3.80041
C -5.62674 -0.38930 -4.03373
C -4.65690 -1.27777 -4.43818
C -3.31424 -0.87860 -4.61215
C -2.90701 0.41815 -4.39249
C -3.89820 1.31236 -3.98578
H 1.09525 2.46455 -2.36364
H 0.30670 3.72590 -3.31405
H -0.02498 2.02423 -3.66542
H -2.18338 2.39459 1.04620
H -3.95786 3.27496 -0.87105
H -2.03063 3.42597 -4.14835
H -3.18072 4.51834 -3.34431
H -6.65864 -0.68526 -3.90463
H -4.92011 -2.30930 -4.63139
H -2.58168 -1.61299 -4.92162
H -1.87636 0.71159 -4.53624
C 2.11486 0.46214 4.32988
N 2.11553 -0.25698 3.04013
C 3.52020 -0.35392 2.58044
N 4.38208 -1.01009 3.55283
C 4.31857 -0.26081 4.80942
N 2.95101 -0.17923 5.33435
C 2.45798 -1.54798 5.53193
N 2.47730 -2.32097 4.29275
C 1.65090 -1.64760 3.30034
C 3.85312 -2.35990 3.79275
H 1.08741 0.49953 4.70159
H 2.47072 1.48249 4.16444
H 3.89453 0.65764 2.39304
H 3.52661 -0.92712 1.65164
H 4.69608 0.75054 4.64206
H 4.95244 -0.75147 5.54911
H 1.43395 -1.50514 5.91027
H 3.08357 -2.04455 6.27508
H 0.61934 -1.60037 3.66118
H 1.67595 -2.20094 2.36150
H 3.87521 -2.92379 2.85924
H 4.48649 -2.86216 4.52519
*
```

Properties
Kohn-Sham gap ... 8.53 eV
Strongest force on any atom ... 0.1 eV Å⁻¹
Energy above the lowest of the compared OMol25 structures with the same formula, charge and spin ... 0.0107 eV
Electronic energy ... -82528.50252 eV


Density functional theory data (ωB97M-V with the def2-TZVPD basis set) for C41H48N13O4SSr as an isolated structure in a non-equilibrium geometry.

```
! wB97M-V def2-TZVPD RIJCOSX def2/J DEFGRID3
* xyz 1 1
Sr 0.14064 0.95943 0.37840
N 3.55907 2.98134 2.40965
C 4.43218 2.52652 1.46579
C 3.71258 1.69721 0.65166
N 2.43178 1.64173 1.08166
C 2.35124 2.41959 2.13978
C 1.12792 2.60360 2.85428
N -0.00484 2.05265 2.47042
C -0.94425 2.42869 3.36623
C -0.37839 3.22725 4.31851
N 0.94004 3.33308 3.98322
H 3.79383 3.61349 3.15640
H 5.46226 2.81320 1.45477
H 4.03945 1.13921 -0.20357
H -1.95728 2.09683 3.26429
H -0.78882 3.71265 5.17806
H 1.63112 3.84865 4.50184
O 1.53813 -0.72560 -0.05595
C 1.95038 -0.88417 -1.41549
C 1.29877 0.32447 -2.18570
O 1.81577 0.77751 -3.18572
O 0.20200 0.68407 -1.67770
C 3.45566 -1.04766 -1.46672
C 4.00431 -2.10728 -0.74317
C 5.36477 -2.34731 -0.76039
C 6.20037 -1.52562 -1.50177
C 5.66382 -0.47605 -2.22522
C 4.29975 -0.23383 -2.21203
C 1.29190 -2.09226 -2.03660
C 0.10752 -2.58196 -1.49848
C -0.50219 -3.68531 -2.06698
C 0.05655 -4.29816 -3.17708
C 1.22856 -3.80029 -3.72716
C 1.83809 -2.69434 -3.16403
H 1.79254 -1.53025 0.41120
H 3.35583 -2.77884 -0.18997
H 5.77631 -3.17957 -0.20691
H 7.26250 -1.71744 -1.53025
H 6.30949 0.15864 -2.81440
H 3.88574 0.56351 -2.80823
H -0.33489 -2.08105 -0.64407
H -1.41288 -4.07729 -1.63483
H -0.43090 -5.15173 -3.62289
H 1.67236 -4.28056 -4.58835
H 2.74333 -2.29136 -3.59396
O -2.08826 1.13339 -0.23656
S -2.38625 1.19616 -1.70114
C -3.64002 -0.13832 -2.00224
C -4.86399 0.53131 -2.60370
C -5.04422 1.80930 -1.79623
C -3.69387 2.49558 -1.85966
H -3.87371 -0.56415 -1.02996
H -3.18820 -0.89435 -2.64160
H -5.73914 -0.11859 -2.55211
H -4.67946 0.77872 -3.65075
H -5.28889 1.57084 -0.75987
H -5.83812 2.44144 -2.19101
H -3.53715 3.24091 -1.08549
H -3.53481 2.94757 -2.83685
C -2.82870 -1.47476 1.28731
C -1.63416 -1.70885 2.12661
N -0.48588 -1.08500 1.97304
C 0.35750 -1.58645 2.92475
C -0.29922 -2.52029 3.66593
N -1.56716 -2.59661 3.15047
C -2.63855 -3.40957 3.67894
N -2.38293 -4.81653 3.60841
N -2.24728 -5.53072 4.75187
N -2.15835 -6.75846 4.50264
C -2.22520 -6.95320 3.15352
C -2.18272 -8.11383 2.38254
C -2.25686 -7.96033 1.01860
C -2.38013 -6.69669 0.42483
C -2.44252 -5.53797 1.16788
C -2.36863 -5.67975 2.54636
H -2.57507 -0.65352 0.62084
H -3.69371 -1.19845 1.88789
H -3.07968 -2.35730 0.69906
H 1.36964 -1.23500 3.01438
H 0.01030 -3.12451 4.49396
H -3.55795 -3.16325 3.13485
H -2.76861 -3.18328 4.74577
H -2.10173 -9.07875 2.85652
H -2.21913 -8.83289 0.38399
H -2.42445 -6.63855 -0.65261
H -2.52163 -4.57026 0.69673
C 1.15414 4.81526 0.36312
N 0.66947 3.69244 -0.44025
C -0.73704 3.95259 -0.74681
N -0.95001 5.21771 -1.43116
C -0.42947 6.28973 -0.59288
N 0.98730 6.09978 -0.29761
C 1.71145 6.05048 -1.56949
N 1.23456 4.97086 -2.41746
C 1.40128 3.70751 -1.71885
C -0.18133 5.18335 -2.67574
H 2.22180 4.67989 0.56972
H 0.60188 4.84038 1.31133
H -1.31372 3.95451 0.18496
H -1.08912 3.15401 -1.39793
H -0.99180 6.31161 0.34678
H -0.55876 7.24682 -1.10434
H 2.77553 5.90374 -1.36328
H 1.57490 7.00308 -2.08730
H 2.46614 3.54742 -1.52356
H 1.04050 2.89730 -2.35391
H -0.55938 4.36865 -3.29938
H -0.31150 6.13246 -3.20241
*
```

Properties
Kohn-Sham gap ... 8.53 eV
Strongest force on any atom ... 3.3 eV Å⁻¹
Energy above the lowest of the compared OMol25 structures with the same formula, charge and spin ... 2.6148 eV
Electronic energy ... -82525.89842 eV


Density functional theory data (ωB97M-V with the def2-TZVPD basis set) for a 6-piece molecular cluster, C41H49F5N4O6P3S overall in a non-equilibrium geometry.

```
! wB97M-V def2-TZVPD RIJCOSX def2/J DEFGRID3
* xyz 1 1
C 4.14364 -2.09108 4.07456
C 4.68140 -0.97044 3.43358
C 3.88742 0.09689 2.99584
N 2.54760 0.05591 3.07286
C 2.10356 1.17866 2.53322
N 0.83936 1.53326 2.41705
C -0.27359 0.72760 2.92372
C -0.97839 1.51715 4.03969
C -2.40699 1.04076 4.31800
P -3.56264 1.49257 2.97419
O -4.64976 2.31007 3.51454
O -2.71537 2.18370 1.80621
C -3.12578 3.52464 1.43624
C -2.40558 4.57971 2.25262
O -4.16592 0.11259 2.43878
C -3.38590 -0.63524 1.48823
C -4.25600 -1.76241 0.89722
N 3.13118 1.97027 2.06811
P 3.05664 3.51245 1.26939
S 3.24676 3.36908 -0.62499
N 4.29628 1.26726 2.40613
P 5.94916 1.65315 2.17292
O 6.58746 0.74866 1.23500
O 6.57838 1.58682 3.62690
O 6.06872 3.17672 1.79152
H 3.84350 -2.10609 5.11764
H 4.06948 -3.01764 3.50987
H 5.75174 -0.97472 3.25067
H 0.56430 2.38665 1.96217
H 0.12615 -0.17990 3.36425
H -0.94902 0.48324 2.11176
H -0.96381 2.56102 3.72490
H -0.33289 1.47185 4.91783
H -2.38206 -0.03767 4.47230
H -2.74951 1.53144 5.22293
H -4.20225 3.65707 1.42954
H -2.79884 3.64971 0.40406
H -2.81903 4.69326 3.24848
H -1.36589 4.24522 2.33028
H -2.36525 5.52052 1.71281
H -2.52696 -1.10509 1.97423
H -3.02961 -0.00568 0.67538
H -5.15171 -1.82952 1.50633
H -4.49217 -1.50077 -0.12546
H -3.69315 -2.68809 0.93294
H 1.78806 4.00014 1.61852
H 3.97420 4.33535 1.92908
H 7.20015 0.84845 3.68687
H 6.10905 3.70214 2.60740
F -3.24073 -2.90528 -1.68969
C -3.16501 -2.18019 -2.83276
C -3.03987 -2.84747 -4.03331
C -2.96658 -2.10596 -5.20332
C -3.00933 -0.71894 -5.15504
C -3.13089 -0.06931 -3.93447
C -3.21456 -0.80235 -2.75956
H -3.00325 -3.92541 -4.04649
H -2.87620 -2.61432 -6.15265
H -2.94887 -0.14469 -6.06961
H -3.16133 1.01132 -3.89574
H -3.31772 -0.31406 -1.79932
F 6.78785 -1.61122 -5.56881
C 6.95196 -1.19335 -4.29936
C 7.83321 -1.86987 -3.47993
C 8.00099 -1.43257 -2.17370
C 7.28535 -0.33897 -1.70326
C 6.40220 0.32253 -2.54575
C 6.23365 -0.10087 -3.85638
H 8.37557 -2.72340 -3.86405
H 8.69304 -1.94853 -1.52149
H 7.41464 -0.00129 -0.68525
H 5.84078 1.17326 -2.18071
H 5.55658 0.40573 -4.53118
F -1.73444 -4.86020 -5.63770
C -0.48475 -5.09959 -5.18351
C -0.24941 -6.24722 -4.45493
C 1.03603 -6.49106 -3.99352
C 2.05625 -5.58699 -4.25710
C 1.79305 -4.43665 -4.98835
C 0.51296 -4.18826 -5.46196
H -1.06114 -6.93472 -4.25619
H 1.24056 -7.38995 -3.42781
H 3.05661 -5.78000 -3.89354
H 2.58626 -3.72996 -5.19206
H 0.28705 -3.30245 -6.04057
F -2.10941 7.01293 3.79975
C -1.59985 8.19107 3.37597
C -2.37303 9.00094 2.57008
C -1.84740 10.21058 2.13967
C -0.56373 10.58667 2.51080
C 0.19676 9.75362 3.31924
C -0.32337 8.54564 3.76219
H -3.36897 8.68629 2.28790
H -2.44271 10.86084 1.51358
H -0.15758 11.52941 2.17079
H 1.19778 10.04472 3.60764
H 0.24840 7.88566 4.40138
F -6.30134 -9.25726 -0.56924
C -5.77479 -8.09082 -0.98689
C -6.55433 -7.23470 -1.73881
C -6.00818 -6.03212 -2.16308
C -4.69722 -5.70668 -1.84047
C -3.93119 -6.58570 -1.08720
C -4.47106 -7.78692 -0.65007
H -7.57081 -7.51097 -1.98467
H -6.60819 -5.34731 -2.74733
H -4.27444 -4.77501 -2.17413
H -2.90773 -6.33559 -0.83872
H -3.89422 -8.48274 -0.05563
*
```

Properties
Kohn-Sham gap ... 4.82 eV
Strongest force on any atom ... 2.1 eV Å⁻¹
Electronic energy ... -113841.12819 eV


Density functional theory data (ωB97M-V with the def2-TZVPD basis set) for C41H49N5O6OsP2 as an isolated structure in a non-equilibrium geometry.

```
! wB97M-V def2-TZVPD RIJCOSX def2/J DEFGRID3
* xyz 2 1
Os -0.41160 -0.62934 -0.15530
C 1.39737 -1.66755 5.94542
C 2.38440 -1.51453 4.81320
C 3.39275 -0.40708 5.01644
O 1.65703 -1.33193 3.53580
P 0.94095 -0.10727 2.93234
O -0.03416 -0.59853 1.89933
C 2.14318 0.98077 2.12671
P 2.78490 0.29119 0.60408
O 1.66013 -0.10542 -0.31408
O 3.62100 1.36133 -0.15253
C 4.90999 1.89589 0.35525
C 4.68232 3.33894 0.73778
C 5.92134 1.71082 -0.74934
O 3.68233 -0.88630 1.07609
C 4.32116 -1.83444 0.12591
C 3.41284 -3.03323 -0.01470
C 5.68006 -2.15454 0.69585
O 0.30357 0.66098 4.11487
C -0.34899 1.98692 4.20525
C 0.69131 3.02624 4.55960
C -1.13716 2.29837 2.95608
H 1.92643 -2.02391 6.82928
H 0.63263 -2.40082 5.69225
H 0.92056 -0.71879 6.19027
H 2.89705 -2.45645 4.63089
H 2.89875 0.55496 5.17405
H 4.08272 -0.34211 4.17342
H 3.97917 -0.62046 5.90984
H 2.95307 1.24056 2.81066
H 1.62249 1.90191 1.84679
H 5.18449 1.29548 1.22714
H 4.35229 3.91179 -0.12896
H 5.61605 3.77127 1.09732
H 3.93928 3.43689 1.53084
H 5.60788 2.25020 -1.64317
H 6.04749 0.65746 -0.99988
H 6.88674 2.10370 -0.43040
H 4.41741 -1.30751 -0.82666
H 3.28193 -3.52416 0.95047
H 3.85725 -3.74704 -0.70839
H 2.43825 -2.74040 -0.40767
H 5.58111 -2.65468 1.65983
H 6.27820 -1.25230 0.82332
H 6.21143 -2.82129 0.01693
H -1.02440 1.83669 5.04437
H 1.29570 3.31347 3.69709
H 1.34288 2.67003 5.35732
H 0.18816 3.92422 4.91872
H -0.49315 2.43592 2.08166
H -1.67606 3.23403 3.11042
H -1.85698 1.51509 2.72827
N -6.75655 -0.16596 -8.41643
C -6.09548 -0.27702 -7.48407
C -5.26998 -0.41583 -6.31585
C -4.76118 0.71842 -5.68907
C -3.96598 0.58393 -4.56290
C -3.68200 -0.67936 -4.06511
C -4.19535 -1.81293 -4.68676
C -4.98599 -1.68500 -5.81489
C -2.82492 -0.86700 -2.85433
C -1.40704 -1.16917 -3.07898
C -0.85524 -1.44258 -4.32800
C 0.53732 -1.39247 -4.20028
C 0.79378 -1.04249 -2.89626
N -0.37474 -0.89233 -2.19375
C -3.53639 -1.09624 -1.55021
C -4.92556 -0.72325 -1.03712
C -4.72403 -0.43283 0.24767
C -3.30715 -0.82930 0.65238
N -2.19853 0.15978 0.40023
H -4.98723 1.69767 -6.08777
H -3.56367 1.46233 -4.07438
H -3.97192 -2.79851 -4.29469
H -5.38772 -2.55915 -6.30825
H -1.41615 -1.64176 -5.22730
H 1.27173 -1.56501 -4.96868
H 1.74441 -0.88140 -2.41937
H -5.80014 -0.56429 -1.65029
H -5.44664 -0.01524 0.93329
H -3.19068 -1.13361 1.68979
C -1.41294 4.87002 -1.15626
C -0.36935 3.95932 -1.22709
C -0.62166 2.59598 -1.14326
C -1.92970 2.17532 -0.97971
C -2.98855 3.06946 -0.92630
C -2.72186 4.42642 -1.01281
N -2.24269 0.76639 -0.85901
N -3.03277 0.24708 -1.79036
C -2.98676 -1.96638 -0.37884
C -3.81149 -3.20345 -0.28840
C -3.25881 -4.41348 -0.14044
C -1.83247 -4.55165 -0.06486
C -1.00476 -3.47426 -0.10874
C -1.52239 -2.16184 -0.22470
H -1.20905 5.92978 -1.23165
H 0.64464 4.30711 -1.37431
H 0.18347 1.87958 -1.25565
H -4.00018 2.69867 -0.81608
H -3.53647 5.13693 -0.97271
H -4.88552 -3.10258 -0.36319
H -3.87336 -5.30132 -0.08284
H -1.41508 -5.54606 0.04161
H 0.06724 -3.60545 -0.03313
*
```

Properties
Kohn-Sham gap (alpha / beta) ... 5.70 / 5.68 eV
Strongest force on any atom ... 3.1 eV Å⁻¹
Electronic energy ... -84078.16405 eV